Record 1
Entry from OMol25: a structure of composition C3H4Br2Cl2 in a non-equilibrium geometry (wB97M-V/def2-TZVPD).

Results
Calculated total energy (eV): -168302.5747
ΔE to the lowest compared entry with this formula, charge and spin (eV): 2.767
LUMO energy (eV): -0.25
F_max (eV Å⁻¹): 4.2
Molecular weight (g/mol): 270.78
Net charge: 0

Each line ends with the Löwdin charge.
Element x y z (Å)
C 0.911 -2.232 0.228  -0.242
C 2.353 0.498 -0.296  -1.156
C 0.983 -0.974 1.010  -1.155
Cl -0.444 -0.051 1.217  0.632
Cl 2.058 -1.132 2.471  0.502
Br 3.712 1.052 0.956  0.547
Br 3.061 -0.536 -1.635  0.697
H 0.989 -3.020 0.874  0.024
H 1.552 -2.321 -0.748  0.039
H -0.147 -2.331 -0.172  0.089
H 1.590 1.325 -0.445  0.022

***

Record 2
Entry from OMol25: a cluster of 2 separate species, C3H4Br2ClF in total in a non-equilibrium geometry (wB97M-V/def2-TZVPD).

Results
Calculated total energy (eV): -158496.5690
ΔE to the lowest compared entry with this formula, charge and spin (eV): 3.339
LUMO energy (alpha / beta) (eV): -0.61 / -1.25
F_max (eV Å⁻¹): 3.0
Molecular weight (g/mol): 254.32
Net charge: 0

Each line ends with the Löwdin charge.
Element x y z (Å)
C -0.201 -0.385 0.059  -0.134
C 0.908 0.671 0.162  -0.638
C 3.430 0.803 -0.412  -1.127
F 3.674 1.767 -1.330  -0.129
Cl 1.340 1.118 1.698  0.631
Br 3.902 -0.945 -1.276  0.528
Br 4.426 1.069 1.222  0.615
H -0.348 -0.536 -0.966  0.045
H 0.248 -1.362 0.352  0.090
H -1.040 0.084 0.606  0.091
H 0.612 1.486 -0.394  0.028

***

Record 3
Entry from OMol25: an isolated molecule of C3H4Br2N2 in a non-equilibrium geometry (wB97M-V/def2-TZVPD).

Results
Calculated total energy (eV): -146238.3219
ΔE to the lowest compared entry with this formula, charge and spin (eV): 1.642
LUMO energy (eV): 0.46
SMILES: BrC1=NN(Br)CC1
F_max (eV Å⁻¹): 3.6
Molecular weight (g/mol): 227.89
Net charge: 0

Each line ends with the Löwdin charge.
Element x y z (Å)
C 1.167 0.648 -0.106  -0.884
C 0.579 -0.827 -0.175  -0.164
C -0.848 -0.509 0.230  -0.297
N 0.248 1.491 -0.156  -0.027
N -1.060 0.813 -0.367  -0.620
Br 2.900 1.082 0.173  0.815
Br -2.456 1.865 0.173  0.697
H 0.714 -1.055 -1.225  0.100
H 1.262 -1.578 0.299  0.118
H -1.505 -1.417 -0.178  0.153
H -1.000 -0.512 1.332  0.108

***

Record 4
Entry from OMol25: a cluster of 2 separate species, C3H4Br2O in total in a non-equilibrium geometry (wB97M-V/def2-TZVPD).

Results
Calculated total energy (eV): -145304.0849
ΔE to the lowest compared entry with this formula, charge and spin (eV): 3.199
LUMO energy (eV): -1.00
F_max (eV Å⁻¹): 5.3
Molecular weight (g/mol): 215.87
Net charge: 0

Each line ends with the Löwdin charge.
Element x y z (Å)
C 2.527 -0.726 -1.392  -0.441
C -0.900 0.570 -0.287  -0.755
C -1.096 -0.495 0.834  -0.050
O -0.447 0.429 -1.373  -0.010
Br 3.239 -0.046 0.166  0.575
Br -1.173 2.490 0.265  0.590
H 1.614 -0.111 -1.587  -0.123
H -2.141 -0.720 0.827  0.072
H -0.978 -0.003 1.861  0.105
H -0.645 -1.387 0.686  0.037

***

Record 5
Entry from OMol25: a cluster of 2 separate species, C3H4BrCl2O4P in total in a non-equilibrium geometry (wB97M-V/def2-TZVPD).

Results
Calculated total energy (eV): -115743.2918
ΔE to the lowest compared entry with this formula, charge and spin (eV): 2.615
LUMO energy (eV): 5.23
F_max (eV Å⁻¹): 3.5
Molecular weight (g/mol): 285.84
Net charge: -2

Each line ends with the Löwdin charge.
Element x y z (Å)
C -0.408 -0.090 -0.433  -0.163
C 1.968 0.334 1.334  -1.127
C 0.241 -1.167 0.362  -0.815
O -2.299 -0.145 1.773  -0.402
O -2.669 -1.880 -0.057  -0.368
O -2.491 -2.647 2.342  -0.362
O -0.328 -1.724 1.261  -0.096
P -2.341 -1.603 1.347  0.106
Cl 2.833 1.197 0.030  0.298
Cl 3.154 -0.177 2.602  0.279
Br 1.524 -2.262 -0.774  0.487
H 0.131 0.361 -1.306  0.080
H -0.889 0.557 0.185  0.027
H -1.348 -0.469 -0.807  0.057
H 1.401 1.144 1.956  -0.001

***

Record 6
Entry from OMol25: a cluster of 2 separate species, C3H4BrClF2 in total in a non-equilibrium geometry (wB97M-V/def2-TZVPD).

Results
Calculated total energy (eV): -91174.4224
ΔE to the lowest compared entry with this formula, charge and spin (eV): 0.843
LUMO energy (eV): 0.77
SMILES: FC(F)Br.C=CCl
F_max (eV Å⁻¹): 5.6
Molecular weight (g/mol): 193.42
Net charge: 0

Each line ends with the Löwdin charge.
Element x y z (Å)
C -1.376 0.871 1.112  -0.057
C -2.141 0.380 0.138  -0.539
C 1.915 -0.690 -0.733  -0.759
F 1.867 -1.162 0.574  -0.054
F 2.265 -1.604 -1.616  0.038
Cl -1.583 -1.135 -0.620  0.562
Br 3.356 0.695 -0.690  0.647
H -1.829 1.759 1.561  0.068
H -0.380 0.494 1.291  0.048
H 0.987 -0.200 -0.911  0.044
H -3.082 0.592 -0.107  0.002

***

Record 7
Entry from OMol25: a cluster of 2 separate species, C3H4BrF in total in a non-equilibrium geometry (wB97M-V/def2-TZVPD).

Results
Calculated total energy (eV): -75932.3301
ΔE to the lowest compared entry with this formula, charge and spin (eV): 2.781
LUMO energy (alpha / beta) (eV): -0.63 / -0.63
F_max (eV Å⁻¹): 3.8
Molecular weight (g/mol): 138.97
Net charge: 0

Each line ends with the Löwdin charge.
Element x y z (Å)
C -0.476 0.253 -0.772  -0.117
C -0.543 0.214 0.752  -0.116
C 0.680 -0.113 0.035  -0.702
F 1.043 -2.105 -0.058  -0.379
Br 2.396 0.519 0.126  0.853
H -1.004 -0.520 -1.309  0.119
H -0.430 1.200 -1.296  0.111
H -0.547 1.134 1.323  0.111
H -1.118 -0.582 1.199  0.119

***

Record 8
Entry from OMol25: a structure of composition C3H4BrFO in a non-equilibrium geometry (wB97M-V/def2-TZVPD).

Results
Calculated total energy (eV): -77978.8512
ΔE to the lowest compared entry with this formula, charge and spin (eV): 4.350
LUMO energy (alpha / beta) (eV): -0.16 / -0.38
F_max (eV Å⁻¹): 1.4
Molecular weight (g/mol): 154.97
Net charge: 0

Each line ends with the Löwdin charge.
Element x y z (Å)
C 0.849 -0.173 -0.055  -0.351
C 2.196 0.449 0.135  -0.205
C -3.096 -0.258 -0.120  -0.482
O 0.681 -1.346 -0.123  0.040
F 2.252 1.787 -0.080  -0.030
Br -1.551 0.727 0.020  0.807
H 2.897 -0.042 -0.557  0.135
H 2.507 0.259 1.173  0.136
H -3.358 -0.863 0.723  -0.025
H -3.378 -0.540 -1.117  -0.024

***

Record 9
Entry from OMol25: an isolated molecule of C3H4BrNS in a non-equilibrium geometry (wB97M-V/def2-TZVPD).

Results
Calculated total energy (eV): -85541.6207
ΔE to the lowest compared entry with this formula, charge and spin (eV): 1.507
LUMO energy (eV): -0.11
SMILES: CS[C@@H](Br)C#N
F_max (eV Å⁻¹): 6.6
Molecular weight (g/mol): 166.04
Net charge: 0

Each line ends with the Löwdin charge.
Element x y z (Å)
C 0.536 -0.164 2.047  -0.283
C -1.269 0.163 -1.342  -0.303
C 0.998 -0.109 0.391  -0.939
N 0.039 -0.216 3.061  0.105
S 0.174 1.135 -0.594  0.755
Br 2.982 0.339 0.618  0.566
H -2.163 0.756 -1.183  0.035
H -1.183 -0.643 -0.603  0.023
H -1.136 -0.178 -2.315  0.009
H 1.021 -1.084 -0.081  0.032

***

Record 10
Entry from OMol25: a cluster of 2 separate species, C3H4BrO2 in total in a non-equilibrium geometry (wB97M-V/def2-TZVPD).

Results
Calculated total energy (eV): -77301.3880
ΔE to the lowest compared entry with this formula, charge and spin (eV): 0.959
LUMO energy (alpha / beta) (eV): -7.16 / -7.16
F_max (eV Å⁻¹): 4.9
Molecular weight (g/mol): 151.97
Net charge: +1

Each line ends with the Löwdin charge.
Element x y z (Å)
C -0.019 1.469 0.078  0.201
C -0.181 -0.774 -1.038  -0.223
C 1.631 -1.403 -0.238  -0.489
O -0.848 -1.522 -1.651  0.218
O -0.317 0.663 -0.875  0.045
Br 2.899 -0.101 -0.335  0.846
H 0.416 2.453 -0.182  0.152
H -0.270 1.151 1.067  0.131
H 1.441 -1.527 0.801  0.016
H 1.764 -2.335 -0.905  0.103

***

Record 11
Entry from OMol25: a structure of composition C3H4CdLiO4 in a non-equilibrium geometry (wB97M-V/def2-TZVPD).

Results
Calculated total energy (eV): -16108.7478
ΔE to the lowest compared entry with this formula, charge and spin (eV): 7.923
LUMO energy (alpha / beta) (eV): -10.51 / -11.79
F_max (eV Å⁻¹): 6.3
Molecular weight (g/mol): 223.41
Spin multiplicity: 2
Net charge: +2

Each line ends with the Löwdin charge.
Element x y z (Å)
O 0.077 -1.353 -0.521  -0.119
C -0.879 -1.030 0.230  -0.531
C 0.225 1.477 0.612  0.029
O -1.738 -0.191 -0.098  0.297
O -0.544 -0.761 1.554  0.090
C 0.245 0.302 1.881  -0.085
H -0.768 1.820 0.946  0.142
H 0.258 2.565 0.416  0.118
H -0.169 0.827 2.747  0.155
H 1.286 0.010 2.053  0.144
O 1.632 1.145 -0.437  -0.649
Li 3.217 2.268 -0.420  0.873
Cd 1.533 -0.554 -1.455  1.537

***

Record 12
Entry from OMol25: an isolated molecule of C3H4Cl2FN in a non-equilibrium geometry (wB97M-V/def2-TZVPD).

Results
Calculated total energy (eV): -32427.0577
ΔE to the lowest compared entry with this formula, charge and spin (eV): 0.087
LUMO energy (eV): 0.66
SMILES: FC(Cl)(Cl)[C@H]1CN1
F_max (eV Å⁻¹): 2.4
Molecular weight (g/mol): 143.98
Net charge: 0

Each line ends with the Löwdin charge.
Element x y z (Å)
C 1.249 0.274 0.211  -1.169
C -0.041 -0.608 0.147  -0.351
C -1.368 0.042 0.182  -0.217
H 0.055 -1.602 0.689  0.159
H -2.121 -0.548 0.766  0.122
H -1.458 1.119 0.310  0.089
H -0.514 0.106 -1.679  0.078
N -0.946 -0.565 -1.026  0.025
F 1.570 0.437 1.525  -0.048
Cl 0.950 1.878 -0.521  0.676
Cl 2.623 -0.533 -0.604  0.637

***

Which formula does entry 1 have? C3H4Br2Cl2